Record 1
{"formula": "C2H4O2S", "method": "ωB97M-V/def2-TZVPD", "elements": ["C", "C", "S", "O", "O", "H", "H", "H", "H"], "xyz": [[-1.18799, 0.35429, -0.11320], [0.02247, -0.45580, -0.42785], [1.43655, -0.23961, 0.43213], [2.57205, -1.04692, 0.18202], [1.23995, 0.26660, 1.72700], [-1.04933, 1.39473, -0.61605], [-1.36773, 0.46637, 0.95345], [-1.93444, -0.29885, -0.60736], [0.26848, -0.44080, -1.53013]], "atomic_forces_ev_per_a": [[0.5, 0.9, -1.0], [2.4, 1.1, -1.3], [-2.2, -1.2, -1.2], [1.0, -0.4, -0.9], [-0.2, 1.2, 2.1], [-0.9, -1.7, 0.8], [-0.1, 0.0, -0.1], [-0.3, 1.0, 0.3], [-0.2, -0.8, 1.2]], "orbital_gap_ev": [8.84, 8.84], "smiles": "CC=S(=O)=O"}

---

Record 2
{"formula": "C3H5N3", "method": "ωB97M-V/def2-TZVPD", "elements": ["C", "N", "N", "C", "C", "N", "H", "H", "H", "H", "H"], "xyz": [[0.29944, -1.36902, 1.10217], [0.10059, -0.20117, 0.28855], [-0.60024, 0.86535, 0.62416], [-0.59314, 1.61198, -0.48144], [0.12805, 0.90364, -1.47081], [0.57601, -0.21712, -0.92600], [1.11185, -1.17391, 1.79760], [0.57233, -2.17872, 0.42065], [-0.62889, -1.60438, 1.61792], [-1.07619, 2.58412, -0.43605], [0.11020, 0.77923, -2.53675]], "atomic_forces_ev_per_a": [[0.1, -0.1, 0.3], [0.2, -0.1, 0.2], [0.4, 0.0, -0.1], [0.0, -0.2, 0.0], [-0.5, -0.5, -0.1], [-0.5, -0.2, -0.1], [-0.1, -0.2, 0.2], [-0.1, 0.2, 0.2], [0.1, 0.0, 0.1], [0.1, -0.4, -0.4], [0.3, 1.4, -0.4]], "orbital_gap_ev": 10.84, "smiles": "Cn1nccn1"}

---

Record 3
{"formula": "C3H5NO2", "method": "ωB97M-V/def2-TZVPD", "elements": ["N", "C", "C", "O", "C", "O", "H", "H", "H", "H", "H"], "xyz": [[-1.11149, -0.48154, 1.39424], [-0.78786, -0.46717, 0.13681], [0.93854, 1.04034, -1.00564], [0.66279, -0.13129, -1.76959], [0.63621, -0.23422, -0.29406], [1.37380, -1.00690, 0.41233], [-0.35997, -0.34046, 2.06924], [-2.00211, -0.82868, 1.73434], [-1.55437, -0.77300, -0.57770], [0.21932, 1.86292, -1.11356], [1.98514, 1.36000, -0.98641]], "atomic_forces_ev_per_a": [[0.3, -0.2, -0.4], [-0.2, -0.1, 0.3], [0.0, 0.3, 0.2], [0.0, -0.2, 0.1], [-0.3, 0.1, 0.2], [0.1, 0.2, -0.1], [0.0, 0.0, -0.2], [0.2, 0.2, -0.2], [0.1, 0.1, 0.1], [0.1, -0.2, 0.0], [-0.2, -0.1, 0.0]], "orbital_gap_ev": 7.53}

---

Sequential E_tot output: -627.17304; -281.53905; -322.43083 a.u.
Sequential ΔE to the lowest compared entry with this formula, charge and spin output: 69.7; 32.0; 90.1 kcal/mol